Entry 1:
C16H18N2O3S2 | the ωB97M-V functional and the def2-TZVPD basis

The charge is 0. The SMILES is O=C(CCNS(=O)(=O)c1cccs1)N1CCc2ccccc2C1. As for the HOMO energy: -8.80 eV. The calculation puts the energy above the lowest of the compared OMol25 structures with the same formula, charge and spin at 22.6 kcal/mol. Its electronic energy is -47677.485 eV. For the LUMO energy, the calculation gives 0.334 eV. As for the spin multiplicity: 1. The gap between HOMO and LUMO is 0.336 hartree. The value obtained for the maximum force is 0.9 eV/A.

Last column: Mulliken charge in e.
Geometry (Å):
O -1.509 -3.256 -0.880  -0.708
C -1.171 -2.438 -0.039  0.756
N -2.024 -1.502 0.419  0.184
C -1.746 -0.385 1.289  -1.313
C -1.958 0.934 0.586  1.109
C -1.427 2.089 1.146  -0.607
C -1.603 3.313 0.532  -0.646
C -2.315 3.392 -0.653  -0.643
C -2.852 2.248 -1.210  -0.685
C -2.684 1.011 -0.599  0.733
C -3.262 -0.229 -1.227  -0.926
C -3.319 -1.375 -0.219  -1.170
H -4.069 -1.169 0.551  0.390
H -3.553 -2.318 -0.714  0.477
H -2.630 -0.533 -2.067  0.297
H -4.260 -0.023 -1.621  0.473
H -3.412 2.306 -2.133  0.445
H -2.453 4.345 -1.142  0.397
H -1.177 4.202 0.971  0.419
H -0.861 2.016 2.062  0.397
H -2.428 -0.444 2.152  0.397
H -0.727 -0.407 1.668  0.133
C 0.255 -2.465 0.496  -0.733
C 1.160 -1.777 -0.532  -0.736
N 0.863 -0.360 -0.616  -0.124
S 1.660 0.648 0.423  1.290
O 1.371 1.986 0.015  -0.625
O 1.374 0.237 1.765  -0.689
C 3.385 0.331 0.144  -0.185
C 4.267 -0.282 0.979  -0.202
C 5.565 -0.352 0.428  -0.581
C 5.631 0.208 -0.809  -0.465
S 4.116 0.839 -1.325  -0.108
H 6.486 0.292 -1.451  0.448
H 6.404 -0.797 0.931  0.394
H 3.982 -0.655 1.946  0.509
H 0.792 0.035 -1.537  0.312
H 0.994 -2.236 -1.509  0.515
H 2.212 -1.921 -0.250  0.252
H 0.551 -3.513 0.562  0.511
H 0.374 -1.996 1.469  0.311

Entry 2:
C3H6O2S2 | the ωB97M-V functional and the def2-TZVPD basis

The charge is 0. The SMILES is OC[C@@]1(S)O[C@H]1S. As for the HOMO energy: -9.36 eV. The calculation puts the energy above the lowest of the compared OMol25 structures with the same formula, charge and spin at 77.6 kcal/mol. Its electronic energy is -28970.930 eV. For the LUMO energy, the calculation gives 0.637 eV. As for the spin multiplicity: 1. The gap between HOMO and LUMO is 0.367 hartree. The value obtained for the maximum force is 3.9 eV/A.

Last column: Mulliken charge in e.
Geometry (Å):
C -0.038 -0.473 1.465  -0.097
C -0.298 0.019 0.122  0.343
C 0.467 0.804 -0.908  -0.544
O 0.089 -1.311 0.377  -0.373
O -0.054 0.671 -2.197  -0.486
S 1.396 -0.051 2.372  -0.212
S -2.275 0.239 -0.305  -0.212
H -0.953 -0.665 2.053  0.413
H 1.605 0.614 -0.735  0.291
H 0.586 1.892 -0.640  0.298
H -0.042 -0.229 -2.376  0.331
H 1.772 -1.232 2.284  0.120
H -2.256 -0.277 -1.512  0.127

Entry 3:
C24H26N4S2SiV | the ωB97M-V functional and the def2-TZVPD basis

The charge is +2. As for the HOMO energy (alpha / beta): -13.11 / -13.11 eV. The calculation puts the energy above the lowest of the compared OMol25 structures with the same formula, charge and spin at 3.7 kcal/mol. Its electronic energy is -86490.077 eV. For the LUMO energy (alpha / beta), the calculation gives -7.706 / -7.330 eV. As for the spin multiplicity: 2. The gap between HOMO and LUMO (alpha / beta) is 0.198 / 0.212 hartree. The value obtained for the maximum force is 3.1 eV/A.

Last column: Löwdin spin population.
Geometry (Å):
C 0.696 1.421 2.521  0.001
C -0.240 1.853 1.526  -0.008
C -1.559 1.635 2.029  -0.004
H 0.023 2.334 0.588  0.001
C -1.441 1.078 3.351  -0.004
C -0.043 0.949 3.655  0.014
H 0.387 0.644 4.605  0.000
H 1.773 1.570 2.496  0.001
H -2.483 1.930 1.541  0.001
H -2.257 0.903 4.040  0.000
V -0.551 -0.312 1.994  0.996
C -0.910 -0.884 0.230  -0.033
H -1.969 -1.204 0.169  -0.001
H -0.245 -1.765 0.266  -0.003
H -0.622 -0.224 -0.599  0.001
Si 0.585 1.526 -2.519  0.000
C 2.069 0.468 -2.785  0.000
C 3.327 1.078 -2.952  0.000
H 3.402 2.166 -2.835  0.000
C 4.447 0.288 -3.240  0.000
H 5.407 0.766 -3.465  0.000
C 4.345 -1.113 -3.230  0.000
H 5.210 -1.743 -3.472  0.000
C 3.123 -1.709 -2.880  0.000
H 3.060 -2.792 -2.774  0.000
C 1.975 -0.927 -2.695  0.000
H 1.002 -1.370 -2.457  0.000
C -1.023 1.412 -3.432  0.000
C -0.929 1.969 -4.725  0.000
H -0.037 1.789 -5.330  0.000
C -1.951 2.818 -5.169  0.000
H -1.832 3.406 -6.081  0.000
C -3.144 2.898 -4.440  0.000
H -3.937 3.562 -4.782  0.000
C -3.345 2.081 -3.317  0.000
H -4.336 2.042 -2.859  0.000
C -2.278 1.344 -2.787  0.000
H -2.403 0.787 -1.855  0.000
H 0.295 1.375 -1.069  0.000
H 0.977 2.849 -2.640  0.000
N -3.784 -0.946 2.535  0.002
C -2.901 -1.740 3.151  0.003
N -1.569 -1.622 3.004  0.006
C -0.829 -2.532 3.783  0.007
C -1.649 -3.322 4.561  0.000
S -3.338 -2.964 4.302  0.000
C 0.579 -2.443 3.564  0.007
C 1.683 -3.107 4.067  0.000
S 3.165 -2.605 3.284  0.000
C 2.243 -1.483 2.304  0.002
N 0.928 -1.492 2.587  0.006
N 2.792 -0.702 1.359  0.002
H -4.767 -1.106 2.746  0.000
H -3.514 -0.209 1.896  0.002
H -1.266 -4.052 5.263  0.000
H 1.604 -3.834 4.867  0.000
H 3.775 -0.818 1.156  0.000
H 2.281 0.080 0.948  0.002

Entry 4:
C33H38CdN7O6S2 | the ωB97M-V functional and the def2-TZVPD basis

The charge is -1. As for the HOMO energy: -4.85 eV. Its electronic energy is -83792.268 eV. For the LUMO energy, the calculation gives 2.640 eV. As for the spin multiplicity: 1. The gap between HOMO and LUMO is 0.275 hartree. The value obtained for the maximum force is 1.4 eV/A.

Last column: Mulliken charge in e.
Geometry (Å):
Cd -0.447 1.205 1.042  2.524
N 1.466 -1.697 1.138  0.098
C 2.820 -1.592 1.227  -0.195
C 3.681 -2.658 1.052  -0.481
C 5.057 -2.520 1.297  -0.582
C 5.596 -1.334 1.713  -0.910
C 4.759 -0.202 1.846  0.766
C 5.231 1.070 2.237  -0.696
C 4.373 2.129 2.269  -1.087
C 3.026 1.932 1.899  -0.155
N 2.537 0.760 1.577  0.133
C 3.376 -0.312 1.572  0.399
H 1.043 -2.341 0.482  0.357
H 0.992 -0.817 1.216  -0.432
H 3.277 -3.616 0.749  0.481
H 5.698 -3.384 1.167  0.361
H 6.654 -1.242 1.930  0.356
H 6.275 1.188 2.506  0.383
H 4.707 3.115 2.563  0.436
H 2.327 2.760 1.866  0.407
O -0.804 3.120 3.771  -0.402
S -1.586 1.725 3.526  0.802
O -2.344 1.526 4.726  -0.658
O -0.525 0.726 3.313  -0.751
O -2.383 1.958 2.321  -0.685
O -1.832 -2.595 -2.401  -0.772
S -0.494 -2.129 -2.081  1.327
O 0.169 -2.857 -1.008  -0.929
N -0.342 -0.586 -1.798  0.351
C -0.744 0.348 -2.726  -0.279
C -1.488 0.114 -3.888  -0.697
C -1.696 1.098 -4.862  -0.795
C -1.177 2.353 -4.723  -0.952
C -0.472 2.671 -3.543  1.485
C 0.077 3.955 -3.343  -0.821
C 0.783 4.223 -2.210  -1.106
C 0.897 3.218 -1.236  -0.021
N 0.359 2.026 -1.353  -0.169
C -0.292 1.705 -2.512  0.032
C 0.514 -2.496 -3.523  -0.015
C 1.769 -1.917 -3.633  -0.503
C 2.564 -2.217 -4.729  -0.654
C 2.104 -3.095 -5.703  -0.375
C 0.847 -3.676 -5.581  -0.613
C 0.046 -3.373 -4.489  -0.401
H -1.928 -0.858 -4.039  0.615
H -2.263 0.844 -5.751  0.383
H -1.294 3.107 -5.493  0.331
H -0.070 4.708 -4.109  0.368
H 1.225 5.195 -2.033  0.413
H 1.413 3.411 -0.309  0.358
H 2.103 -1.229 -2.863  0.403
H 3.541 -1.762 -4.831  0.389
H 2.724 -3.321 -6.562  0.368
H 0.493 -4.360 -6.344  0.373
H -0.946 -3.793 -4.374  0.442
C -5.537 -2.790 2.524  -1.144
C -4.716 -2.710 1.237  -0.829
N -3.357 -2.252 1.468  0.419
C -2.436 -3.207 2.081  -0.966
C -2.056 -2.839 3.518  -0.725
C -2.899 -1.051 1.036  0.722
C -3.885 -0.079 0.454  -2.109
N -1.664 -0.697 1.112  1.140
H -6.583 -3.008 2.298  0.422
H -5.478 -1.843 3.064  0.263
H -5.158 -3.577 3.180  0.291
H -5.206 -2.049 0.529  0.481
H -4.669 -3.695 0.765  0.425
H -1.547 -3.301 1.455  0.154
H -2.928 -4.178 2.069  0.561
H -1.772 -1.788 3.598  0.028
H -1.211 -3.446 3.848  0.366
H -2.892 -3.011 4.198  0.350
H -4.175 -0.405 -0.546  0.429
H -3.407 0.890 0.396  0.169
H -4.770 0.016 1.083  0.435
H -1.046 -1.421 1.460  -0.540
C 1.235 5.762 2.110  -0.942
C 0.266 5.104 3.077  -0.392
C -0.108 3.693 2.651  0.326
N 0.136 3.172 1.554  -0.659
H 1.424 6.799 2.398  0.425
H 0.830 5.739 1.098  0.167
H 2.188 5.228 2.098  0.152
H -0.664 5.675 3.146  0.309
H 0.686 5.059 4.086  0.272

Entry 5:
C6H3F3NRhSSe3Te | the ωB97M-V functional and the def2-TZVPD basis

The charge is 0. As for the HOMO energy (alpha / beta): -7.73 / -7.73 eV. Its electronic energy is -233091.001 eV. For the LUMO energy (alpha / beta), the calculation gives -1.774 / -1.774 eV. As for the spin multiplicity: 1. The gap between HOMO and LUMO (alpha / beta) is 0.219 / 0.219 hartree. The value obtained for the maximum force is 0.1 eV/A.

Last column: Mulliken charge in e.
Geometry (Å):
Rh 0.601 -1.548 -1.761  0.084
Se 1.705 -2.018 -3.838  -0.068
Se 1.252 -4.335 -3.890  -0.168
Te 0.116 -4.155 -1.647  0.326
Se -1.559 -2.466 -2.213  -0.194
F 1.464 3.232 0.116  -0.216
C 0.195 3.001 0.483  0.641
F -0.053 3.766 1.562  -0.298
F -0.596 3.444 -0.507  -0.214
C -0.043 1.547 0.779  -0.171
C -0.481 1.128 2.021  -0.070
C -0.692 -0.223 2.268  -0.821
C -0.449 -1.121 1.249  -0.254
N -0.031 -0.718 0.054  -0.179
C 0.173 0.587 -0.215  0.849
S 0.692 0.775 -1.862  -0.452
H -0.659 1.859 2.798  0.502
H -1.039 -0.569 3.230  0.379
H -0.594 -2.187 1.373  0.323

Entry 6:
C19H30N3 | the ωB97M-V functional and the def2-TZVPD basis

The charge is +1. The SMILES is NC[C@@H]1CCC[N@@H+]1[C@H](/C=C/N1CCCCC1)c1ccccc1. As for the HOMO energy: -10.52 eV. The calculation puts the energy above the lowest of the compared OMol25 structures with the same formula, charge and spin at 0.0 kcal/mol. Its electronic energy is -24653.410 eV. For the LUMO energy, the calculation gives -2.346 eV. As for the spin multiplicity: 1. The gap between HOMO and LUMO is 0.300 hartree. The value obtained for the maximum force is 2.6 eV/A.

Last column: Mulliken charge in e.
Geometry (Å):
C -4.996 -2.256 -1.092  -0.697
C -4.875 -0.773 -1.430  -0.765
C -3.844 -0.066 -0.557  -0.640
N -2.556 -0.761 -0.561  0.221
C -1.426 -0.031 -0.423  0.349
C -0.181 -0.489 -0.116  -1.318
C 1.078 0.335 -0.229  0.393
C 2.173 -0.609 -0.727  -0.211
C 2.931 -0.277 -1.853  0.047
C 4.042 -1.055 -2.174  -0.713
C 4.351 -2.182 -1.410  -0.472
C 3.522 -2.579 -0.353  -0.908
C 2.433 -1.780 0.001  -0.440
C -2.609 -2.169 -0.191  -0.408
C -3.636 -2.947 -1.016  -0.817
H -5.496 -2.357 -0.122  0.318
H -5.616 -2.757 -1.842  0.320
H -4.592 -0.660 -2.482  0.330
H -5.841 -0.275 -1.298  0.352
H -3.692 0.962 -0.905  0.381
H -4.228 -0.025 0.478  0.298
H -1.560 1.048 -0.568  0.462
H -0.035 -1.572 -0.050  0.022
H 0.936 1.195 -0.905  0.663
H 2.656 0.616 -2.425  0.379
H 4.666 -0.766 -3.019  0.408
H 5.245 -2.766 -1.632  0.398
H 3.721 -3.496 0.215  0.377
H 1.792 -2.066 0.846  0.336
H -1.625 -2.630 -0.323  0.282
H -2.881 -2.254 0.878  0.307
H -3.742 -3.941 -0.569  0.367
H -3.241 -3.087 -2.030  0.324
N -1.413 2.483 0.857  -0.354
C -0.069 3.015 0.888  -1.389
C 0.964 2.203 1.665  0.509
C 2.177 3.094 1.910  -0.840
C 3.411 2.210 2.015  -0.784
C 3.097 0.951 1.216  -0.365
N 1.574 0.898 1.037  0.072
H -1.719 2.065 1.733  0.220
H -2.103 3.167 0.554  0.285
H 0.274 3.209 -0.144  0.337
H -0.131 4.005 1.376  0.444
H 0.516 1.868 2.620  0.174
H 2.289 3.769 1.044  0.396
H 2.015 3.736 2.790  0.402
H 4.296 2.696 1.586  0.369
H 3.641 1.944 3.055  0.307
H 3.587 0.954 0.241  0.332
H 3.400 0.030 1.730  0.352
H 1.320 0.172 1.712  0.588

Entry 7:
C2H11NO2S2 | the ωB97M-V functional and the def2-TZVPD basis

The charge is 0. The SMILES is NCCSS.O.O. As for the HOMO energy: -9.07 eV. The calculation puts the energy above the lowest of the compared OMol25 structures with the same formula, charge and spin at 14.1 kcal/mol. Its electronic energy is -29507.544 eV. For the LUMO energy, the calculation gives 0.297 eV. As for the spin multiplicity: 1. The gap between HOMO and LUMO is 0.344 hartree. The value obtained for the maximum force is 1.9 eV/A.

Last column: Mulliken charge in e.
Geometry (Å):
N -2.124 -0.575 1.947  -0.603
C -1.113 0.387 1.477  -0.533
C 0.218 -0.232 0.981  -0.565
S 1.374 0.931 0.195  -0.125
S 2.596 -0.416 -0.905  -0.221
H -1.824 -1.536 1.951  0.263
H -2.841 -0.496 1.248  0.283
H -0.811 1.024 2.303  0.251
H -1.558 1.036 0.727  0.327
H -0.033 -0.998 0.232  0.366
H 0.690 -0.855 1.743  0.414
H 1.869 -0.355 -2.038  0.154
H -4.328 -2.569 0.524  0.295
H -3.416 -3.761 0.788  0.298
O -3.420 -2.796 0.758  -0.603
H -0.802 2.842 -2.245  0.316
H 0.345 2.225 -2.956  0.313
O -0.575 2.472 -3.111  -0.629

> Number 3 is which compound?

C24H26N4S2SiV

> Among the records above, which one has the highest maximum force?

C3H6O2S2

Repeat the fifth record exactly.
C6H3F3NRhSSe3Te | the ωB97M-V functional and the def2-TZVPD basis

The charge is 0. As for the HOMO energy (alpha / beta): -7.73 / -7.73 eV. Its electronic energy is -233091.001 eV. For the LUMO energy (alpha / beta), the calculation gives -1.774 / -1.774 eV. As for the spin multiplicity: 1. The gap between HOMO and LUMO (alpha / beta) is 0.219 / 0.219 hartree. The value obtained for the maximum force is 0.1 eV/A.

Last column: Mulliken charge in e.
Geometry (Å):
Rh 0.601 -1.548 -1.761  0.084
Se 1.705 -2.018 -3.838  -0.068
Se 1.252 -4.335 -3.890  -0.168
Te 0.116 -4.155 -1.647  0.326
Se -1.559 -2.466 -2.213  -0.194
F 1.464 3.232 0.116  -0.216
C 0.195 3.001 0.483  0.641
F -0.053 3.766 1.562  -0.298
F -0.596 3.444 -0.507  -0.214
C -0.043 1.547 0.779  -0.171
C -0.481 1.128 2.021  -0.070
C -0.692 -0.223 2.268  -0.821
C -0.449 -1.121 1.249  -0.254
N -0.031 -0.718 0.054  -0.179
C 0.173 0.587 -0.215  0.849
S 0.692 0.775 -1.862  -0.452
H -0.659 1.859 2.798  0.502
H -1.039 -0.569 3.230  0.379
H -0.594 -2.187 1.373  0.323

Please write out number 5 again, unchanged.
C6H3F3NRhSSe3Te | the ωB97M-V functional and the def2-TZVPD basis

The charge is 0. As for the HOMO energy (alpha / beta): -7.73 / -7.73 eV. Its electronic energy is -233091.001 eV. For the LUMO energy (alpha / beta), the calculation gives -1.774 / -1.774 eV. As for the spin multiplicity: 1. The gap between HOMO and LUMO (alpha / beta) is 0.219 / 0.219 hartree. The value obtained for the maximum force is 0.1 eV/A.

Last column: Mulliken charge in e.
Geometry (Å):
Rh 0.601 -1.548 -1.761  0.084
Se 1.705 -2.018 -3.838  -0.068
Se 1.252 -4.335 -3.890  -0.168
Te 0.116 -4.155 -1.647  0.326
Se -1.559 -2.466 -2.213  -0.194
F 1.464 3.232 0.116  -0.216
C 0.195 3.001 0.483  0.641
F -0.053 3.766 1.562  -0.298
F -0.596 3.444 -0.507  -0.214
C -0.043 1.547 0.779  -0.171
C -0.481 1.128 2.021  -0.070
C -0.692 -0.223 2.268  -0.821
C -0.449 -1.121 1.249  -0.254
N -0.031 -0.718 0.054  -0.179
C 0.173 0.587 -0.215  0.849
S 0.692 0.775 -1.862  -0.452
H -0.659 1.859 2.798  0.502
H -1.039 -0.569 3.230  0.379
H -0.594 -2.187 1.373  0.323